## a
{"formula": "C6H11NO", "method": "the ωB97M-V functional and the def2-TZVPD basis", "e_homo_ev": -8.053, "spin_multiplicity": 1, "smiles": "C[C@@H]1NC[C@@]2(O)C[C@@H]12", "gap_ev": 8.970, "elements": ["O", "N", "C", "C", "C", "C", "C", "C", "H", "H", "H", "H", "H", "H", "H", "H", "H", "H", "H"], "xyz": [[-1.734, -0.889, 0.316], [0.968, -1.226, 0.363], [-0.004, 1.018, -0.285], [1.845, 1.181, 1.247], [-0.969, -0.284, -0.740], [0.180, -1.156, -1.042], [0.711, 0.224, 0.827], [-1.451, 1.123, -0.861], [-0.136, 0.349, 1.596], [2.125, 0.922, 2.335], [0.306, -2.315, -1.575], [1.496, 2.356, 1.104], [-0.928, -1.248, 0.796], [0.702, 1.230, -1.009], [1.910, -1.542, 0.321], [2.481, 1.047, 0.307], [-1.276, 1.554, -1.832], [0.938, -0.616, -1.725], [-2.397, 1.327, -0.264]], "mulliken_charge": [-0.554, -0.555, -0.821, -1.114, 0.354, -0.453, 0.253, -0.432, 0.210, 0.321, 0.245, 0.228, 0.474, 0.379, 0.337, 0.336, 0.240, 0.286, 0.265]}

## b
{"formula": "C6H11NO", "method": "the ωB97M-V functional and the def2-TZVPD basis", "e_homo_ev": -7.493, "spin_multiplicity": 1, "gap_ev": 4.451, "elements": ["O", "N", "C", "C", "C", "C", "C", "C", "H", "H", "H", "H", "H", "H", "H", "H", "H", "H", "H"], "xyz": [[-2.886, 0.793, 1.539], [-2.637, -0.212, -0.467], [-1.166, -0.194, -0.232], [1.386, -0.843, -0.702], [-3.400, 0.257, 0.492], [1.326, -0.346, 0.671], [2.179, 0.860, 1.025], [-0.301, -0.198, -1.462], [2.159, -0.516, -1.526], [1.797, 1.887, 1.347], [1.514, -1.066, 1.415], [-0.927, -1.149, 0.148], [2.921, 1.304, 0.246], [-0.982, 0.718, 0.351], [-0.558, -0.795, -2.356], [1.000, -2.084, -1.007], [2.930, 0.643, 1.953], [-4.535, 0.212, 0.284], [0.180, 0.728, -1.720]], "mulliken_charge": [-0.683, -0.679, -0.203, -0.755, 0.111, 0.285, -1.074, -0.409, 0.333, 0.320, 0.319, 0.213, 0.302, 0.358, 0.339, 0.312, 0.286, 0.316, 0.308]}

## c
{"formula": "C6H11NO", "method": "the ωB97M-V functional and the def2-TZVPD basis", "e_homo_ev": -8.116, "spin_multiplicity": 1, "gap_ev": 8.470, "elements": ["O", "N", "C", "C", "C", "C", "C", "C", "H", "H", "H", "H", "H", "H", "H", "H", "H", "H", "H"], "xyz": [[2.906, -0.689, -0.446], [-0.788, 0.109, 0.235], [-1.463, -1.112, 0.300], [1.403, 1.265, 0.454], [-1.831, 0.913, -0.383], [1.842, -0.408, 0.417], [0.568, 0.174, -0.332], [-2.819, -0.271, -0.094], [-3.322, -0.078, 0.833], [0.597, -0.065, -1.346], [1.713, -1.047, 1.288], [1.842, 1.919, -0.191], [-1.996, 1.891, 0.122], [0.831, 1.768, 1.302], [3.819, 0.197, -0.592], [-3.614, -0.746, -0.786], [-1.528, 0.848, -1.461], [-1.098, -1.713, -0.619], [-1.180, -1.596, 1.194]], "mulliken_charge": [-0.631, -0.075, -0.569, -0.929, -0.466, -0.125, -0.127, -0.601, 0.227, 0.571, 0.356, 0.309, 0.269, 0.269, 0.373, 0.301, 0.289, 0.218, 0.342]}

Most stable: c. Least stable: b.

## a
{"formula": "C3H5IN2S", "method": "the ωB97M-V functional and the def2-TZVPD basis", "e_homo_ev": -7.861, "spin_multiplicity": 1, "gap_ev": 7.456, "elements": ["I", "S", "N", "N", "C", "C", "C", "H", "H", "H", "H", "H"], "xyz": [[1.981, 2.736, -0.803], [0.204, -1.001, 1.240], [0.034, 0.692, -0.689], [1.312, 0.885, -0.189], [1.467, 0.274, 1.092], [-0.594, -0.308, -0.218], [-1.841, -0.975, -0.783], [-1.419, -1.547, -1.595], [1.372, 1.018, 1.890], [-2.593, -0.200, -1.212], [-2.486, -1.526, 0.012], [2.564, -0.049, 1.258]], "mulliken_charge": [0.159, -0.177, -0.332, -0.201, -0.350, 0.370, -0.878, 0.255, 0.266, 0.267, 0.307, 0.315]}

## b
{"formula": "C3H5IN2S", "method": "the ωB97M-V functional and the def2-TZVPD basis", "e_homo_ev": [-7.749, -7.748], "spin_multiplicity": 1, "gap_ev": [7.143, 7.142], "elements": ["I", "S", "N", "N", "C", "C", "C", "H", "H", "H", "H", "H"], "xyz": [[2.126, -2.965, 1.870], [1.570, -0.420, 1.483], [0.809, -0.012, 2.756], [0.546, 0.220, 0.319], [-0.612, 0.511, 0.971], [-0.416, 0.542, 2.302], [0.787, 0.033, -1.025], [0.361, 0.871, -1.646], [-1.457, 1.004, 0.440], [-1.215, 0.755, 3.019], [0.285, -0.890, -1.554], [1.965, -0.044, -1.142]], "mulliken_charge": [-0.315, 0.183, -0.326, 0.117, -0.101, -0.346, -0.717, 0.322, 0.299, 0.348, 0.286, 0.252]}

Most stable: b. Least stable: a.

## a
{"formula": "C40H50AlClNO2Se", "method": "the ωB97M-V functional and the def2-TZVPD basis", "e_homo_ev": -4.822, "spin_multiplicity": 1, "gap_ev": 7.256, "total_charge": -1, "elements": ["Se", "Cl", "Al", "O", "O", "N", "C", "C", "C", "C", "C", "C", "C", "C", "C", "C", "C", "C", "C", "C", "C", "C", "C", "C", "C", "C", "C", "C", "C", "C", "C", "C", "C", "C", "C", "C", "C", "C", "C", "C", "C", "C", "C", "C", "C", "C", "H", "H", "H", "H", "H", "H", "H", "H", "H", "H", "H", "H", "H", "H", "H", "H", "H", "H", "H", "H", "H", "H", "H", "H", "H", "H", "H", "H", "H", "H", "H", "H", "H", "H", "H", "H", "H", "H", "H", "H", "H", "H", "H", "H", "H", "H", "H", "H", "H", "H"], "xyz": [[0.340, -1.818, 1.053], [-4.573, -0.789, -1.643], [-1.946, -1.165, -1.194], [-2.036, -0.038, 0.166], [-0.281, -0.996, -1.775], [-3.186, -2.511, 0.621], [-3.368, -2.211, 1.898], [-2.472, 3.946, 0.689], [-3.917, 1.972, 0.322], [2.861, -0.925, 0.048], [-3.609, -5.150, -1.869], [0.508, 0.467, 2.730], [-2.687, -4.382, -3.940], [3.738, -0.367, -0.870], [-1.387, 0.532, 1.151], [-3.400, -5.335, -3.224], [-2.408, -3.019, -1.928], [1.785, 1.686, -4.091], [5.208, -0.084, -0.567], [-3.115, -0.135, -2.536], [6.094, -0.888, -1.531], [-2.216, -3.248, -3.294], [1.522, 0.179, -3.934], [1.027, 2.439, 4.290], [-1.757, 1.783, 1.719], [-2.975, 2.638, 1.323], [1.532, -1.120, -0.284], [2.225, 1.601, 4.741], [0.063, -0.074, -4.322], [3.210, -0.051, -2.117], [-3.842, -4.470, 2.454], [-0.252, -0.100, 1.721], [-0.942, 2.324, 2.708], [1.885, -0.247, -2.498], [2.399, -0.605, -4.925], [-3.112, -4.012, -1.230], [-3.807, 2.955, 2.577], [1.557, 3.756, 3.702], [-3.688, -3.152, 2.862], [0.987, -0.793, -1.546], [5.583, -0.475, 0.864], [0.160, 2.735, 5.524], [-3.679, -4.783, 1.118], [-3.336, -3.774, 0.211], [5.486, 1.417, -0.741], [0.193, 1.718, 3.234], [2.894, 1.386, 3.906], [5.432, -1.543, 1.031], [-3.794, -2.866, 3.900], [5.902, -0.606, -2.567], [3.183, -1.210, 1.040], [-3.317, 4.551, 0.349], [1.898, 0.657, 5.180], [2.249, -1.677, -4.783], [3.881, 0.381, -2.851], [2.165, 3.554, 2.818], [2.131, -0.352, -5.954], [-1.840, 3.717, -0.171], [6.529, 1.645, -0.503], [-0.676, 3.389, 5.272], [1.361, -0.091, 3.095], [-0.625, 0.473, -3.681], [-4.085, -5.245, 3.171], [-1.674, -2.508, -3.874], [-3.272, 0.942, -2.590], [4.843, 1.997, -0.077], [2.790, 2.150, 5.498], [-1.218, 3.296, 3.100], [5.294, 1.739, -1.765], [5.886, -1.954, -1.424], [-3.411, 1.783, -0.618], [6.637, -0.248, 1.040], [-1.884, 4.542, 1.390], [-4.769, 2.632, 0.133], [-0.176, -1.132, -4.241], [0.739, 4.413, 3.403], [-3.804, -6.207, -3.725], [-3.233, -0.517, -3.552], [2.172, 4.285, 4.436], [-3.797, -5.802, 0.777], [-0.245, 1.804, 5.923], [-3.240, -1.168, 2.173], [-0.093, 0.241, -5.358], [3.460, -0.389, -4.791], [-3.240, 3.508, 3.327], [7.154, -0.717, -1.322], [-4.679, 3.555, 2.304], [1.189, 2.242, -3.364], [-4.293, 1.022, 0.695], [-4.203, -5.875, -1.325], [0.749, 3.221, 6.307], [-4.160, 2.027, 3.032], [2.834, 1.939, -3.932], [4.989, 0.082, 1.592], [1.506, 2.018, -5.095], [-2.508, -4.519, -5.001]], "mulliken_charge": [0.063, -0.242, -0.350, -0.060, -0.105, 0.588, -0.115, -1.706, -1.637, -0.291, -0.892, -0.435, -1.089, -0.403, -0.031, -0.688, 0.058, -1.829, 2.001, -1.018, -1.677, 0.028, 2.435, 2.090, -0.193, 2.259, -0.457, -2.069, -2.053, -0.385, -0.382, 0.678, -0.748, 0.043, -1.877, 1.080, -1.819, -1.592, -1.157, 0.764, -1.969, -1.677, -1.114, 0.624, -1.602, -0.130, 0.266, 0.379, 0.437, 0.310, 0.413, 0.471, 0.383, 0.384, 0.171, 0.313, 0.477, 0.281, 0.465, 0.296, 0.403, 0.125, 0.391, 0.153, 0.649, 0.308, 0.465, 0.167, 0.316, 0.343, -0.042, 0.447, 0.318, 0.490, 0.278, 0.299, 0.348, 0.668, 0.469, 0.337, 0.354, 0.370, 0.561, 0.316, 0.292, 0.458, 0.473, 0.329, 0.368, 0.318, 0.462, 0.365, 0.347, 0.214, 0.470, 0.404]}

## b
{"formula": "C40H50AlClNO2Se", "method": "the ωB97M-V functional and the def2-TZVPD basis", "e_homo_ev": -4.695, "spin_multiplicity": 1, "gap_ev": 7.209, "total_charge": -1, "elements": ["Se", "Cl", "Al", "O", "O", "N", "C", "C", "C", "C", "C", "C", "C", "C", "C", "C", "C", "C", "C", "C", "C", "C", "C", "C", "C", "C", "C", "C", "C", "C", "C", "C", "C", "C", "C", "C", "C", "C", "C", "C", "C", "C", "C", "C", "C", "C", "H", "H", "H", "H", "H", "H", "H", "H", "H", "H", "H", "H", "H", "H", "H", "H", "H", "H", "H", "H", "H", "H", "H", "H", "H", "H", "H", "H", "H", "H", "H", "H", "H", "H", "H", "H", "H", "H", "H", "H", "H", "H", "H", "H", "H", "H", "H", "H", "H", "H"], "xyz": [[0.656, -0.756, 2.482], [1.049, -2.688, -0.786], [-0.363, 0.373, -0.473], [0.798, 1.431, 0.393], [-1.721, 0.428, 0.755], [1.299, 0.293, -1.932], [-3.613, 0.501, 3.849], [-3.000, -1.721, 6.631], [1.723, 0.009, -4.246], [-2.281, 1.796, -4.719], [1.332, 1.026, 2.661], [1.645, 3.053, 6.468], [3.164, 4.710, 5.417], [1.657, 3.223, 1.698], [0.880, 0.377, -3.202], [-2.529, 1.654, -2.326], [0.661, 5.445, 1.080], [-2.739, -0.057, 4.776], [-1.011, 1.251, -4.597], [-1.259, 1.092, -2.156], [2.994, 4.878, 0.363], [2.541, -0.101, -1.651], [-2.035, 0.284, 2.020], [-4.468, 0.281, 6.600], [-1.143, -0.289, 2.965], [3.014, -0.400, -3.956], [-4.310, 1.350, 1.547], [3.972, 2.396, 5.835], [-4.592, 0.426, 0.355], [1.586, 4.310, 0.605], [-2.050, 0.542, 7.106], [-0.514, 0.911, -3.341], [-1.494, -0.445, 4.297], [1.240, 1.887, 1.540], [-3.725, 2.698, 1.091], [2.144, 3.614, 2.952], [3.446, -0.444, -2.639], [-3.310, 0.683, 2.499], [-3.070, -0.233, 6.258], [-3.038, 2.006, -3.573], [2.755, 3.237, 5.422], [-0.459, -1.641, -0.690], [1.056, 3.838, -0.753], [-5.661, 1.642, 2.206], [2.247, 2.777, 4.053], [1.823, 1.459, 3.875], [2.796, -0.137, -0.597], [3.976, 4.901, 4.709], [-0.755, -0.873, 4.966], [-1.032, -2.050, 0.138], [-6.121, 0.735, 2.610], [3.424, 5.333, 1.259], [0.588, 6.220, 0.308], [-2.744, 2.573, 0.632], [0.033, 3.462, -0.701], [1.072, 4.697, -1.434], [1.023, 5.915, 1.998], [2.956, 5.645, -0.419], [1.672, 3.046, -1.182], [-1.010, -1.864, -1.608], [3.512, 4.997, 6.414], [-3.222, -1.864, 7.695], [-0.411, 1.106, -5.488], [4.355, 2.722, 6.809], [-2.006, -2.132, 6.434], [-4.391, 3.190, 0.371], [3.716, 1.336, 5.911], [-6.337, 2.053, 1.449], [-4.571, 1.349, 6.382], [1.334, 2.007, 6.538], [0.764, 3.643, 6.199], [3.671, 4.085, 0.031], [-5.263, 0.923, -0.356], [1.373, 0.039, -5.269], [1.854, 0.749, 4.696], [2.324, 5.361, 5.155], [-3.682, 0.134, -0.164], [-3.610, 3.355, 1.958], [-4.029, 2.440, -3.649], [-0.344, 5.060, 1.273], [-4.588, 0.817, 4.193], [-5.089, -0.484, 0.709], [-2.284, 0.449, 8.173], [4.448, -0.758, -2.376], [2.449, 4.648, 3.065], [-3.157, 1.826, -1.458], [1.990, 3.374, 7.459], [-2.669, 2.062, -5.695], [-1.035, 0.165, 6.950], [-5.582, 2.378, 3.012], [3.682, -0.686, -4.760], [-4.659, 0.136, 7.668], [4.774, 2.493, 5.097], [-5.244, -0.255, 6.045], [-2.054, 1.602, 6.840], [-3.720, -2.299, 6.045]], "mulliken_charge": [0.177, -0.295, -0.425, 0.135, 0.166, 0.529, -0.145, -1.779, -0.929, -0.753, 0.137, -1.614, -2.167, -0.033, 0.565, 0.532, -1.743, -0.729, -0.892, -0.006, -1.858, -0.150, 0.016, -2.210, 0.074, -0.543, 2.909, -1.750, -1.623, 2.556, -1.687, 0.820, -0.735, -0.288, -1.426, -0.101, -0.898, -0.554, 2.327, -1.025, 2.180, -0.842, -2.020, -2.474, -0.715, -0.441, 0.400, 0.404, 0.346, 0.369, 0.440, 0.279, 0.485, 0.065, 0.182, 0.567, 0.307, 0.489, 0.271, 0.556, 0.441, 0.456, 0.272, 0.451, 0.308, 0.416, 0.313, 0.473, 0.394, 0.302, 0.344, 0.373, 0.459, 0.406, 0.306, 0.366, 0.082, 0.399, 0.414, 0.279, 0.508, 0.386, 0.481, 0.418, 0.212, 0.416, 0.459, 0.361, 0.330, 0.387, 0.405, 0.433, 0.369, 0.420, 0.356, 0.373]}

Most stable: b. Least stable: a.